1.
Formula: C10H13NOS2
Source: the Open Molecules 2025 dataset
Level of theory: ωB97M-V/def2-TZVPD

Atoms and positions in Å:
S: 1.99 -0.73 -0.08
S: -0.30 -2.21 1.44
O: -2.01 -1.16 1.52
N: -2.00 -0.02 0.78
C: -0.29 2.86 -2.72
C: -1.09 1.40 -0.97
C: 1.77 -2.14 -1.24
C: 0.98 -1.14 1.33
C: -1.00 3.85 -0.56
C: -0.57 1.57 -2.27
C: -1.26 2.54 -0.17
C: -0.44 4.01 -1.87
C: -0.47 -2.31 3.24
C: -1.31 0.13 -0.30
H: 0.47 -2.79 3.38
H: 1.25 -2.97 -0.78
H: -0.70 -1.34 3.76
H: -1.41 -2.83 3.53
H: -0.24 4.90 -2.35
H: -0.84 -0.70 -0.94
H: -0.45 0.75 -2.90
H: -1.73 2.23 0.72
H: 1.33 -1.95 -2.19
H: 0.01 2.89 -3.70
H: 2.77 -2.39 -1.45
H: -1.43 4.78 -0.16
H: 1.11 -0.36 1.98

Results
Orbital gap (eV): 7.75
Energy above the lowest of the compared OMol25 structures with the same formula, charge and spin (eV): 5.422
HOMO (eV): -7.501
Lowest unoccupied orbital energy (eV): 0.25

2.
Formula: C14H52O19
Source: the Open Molecules 2025 dataset
Level of theory: ωB97M-V/def2-TZVPD

Atoms and positions in Å:
O: 14.81 13.27 11.75
O: 11.34 14.37 9.17
O: 8.69 13.53 7.55
O: 12.59 14.99 12.01
O: 13.44 11.06 11.41
O: 12.32 18.51 5.63
O: 6.62 14.55 9.33
O: 11.56 7.06 5.95
O: 10.93 10.16 7.57
O: 9.37 11.37 5.53
O: 10.10 9.51 10.82
O: 8.43 16.01 5.80
O: 10.21 18.93 8.21
O: 12.86 11.99 8.88
O: 11.69 17.17 10.48
O: 9.12 11.73 12.35
O: 6.36 14.05 11.94
O: 7.97 16.91 8.40
O: 11.17 16.48 7.34
C: 11.14 8.82 7.46
C: 12.00 10.91 11.68
C: 12.71 16.35 12.42
C: 7.89 12.23 11.86
C: 8.85 19.04 7.90
C: 12.42 16.34 6.64
C: 11.37 8.39 5.98
C: 7.87 18.25 8.72
C: 10.05 13.84 9.61
C: 11.49 17.10 11.90
C: 13.00 17.73 6.55
C: 11.52 9.58 11.10
C: 9.48 12.94 8.56
C: 7.43 13.45 12.66
H: 11.12 17.77 10.00
H: 11.65 18.97 6.13
H: 11.55 11.78 11.22
H: 8.64 20.07 8.09
H: 10.23 10.36 6.90
H: 9.22 16.56 5.78
H: 8.00 12.54 10.76
H: 10.30 12.40 8.10
H: 11.82 8.83 11.78
H: 11.05 15.72 7.94
H: 12.91 16.45 13.52
H: 12.24 15.93 5.57
H: 14.25 12.59 11.43
H: 15.39 13.56 11.02
H: 8.90 12.07 5.98
H: 10.54 16.58 12.06
H: 12.07 6.99 5.10
H: 13.05 15.64 7.20
H: 7.88 13.78 8.04
H: 10.15 11.79 5.08
H: 13.64 16.81 11.85
H: 10.61 8.85 5.32
H: 10.25 8.21 7.71
H: 6.40 14.24 10.26
H: 6.81 18.59 8.62
H: 8.10 18.35 9.76
H: 12.11 9.46 10.21
H: 10.25 13.20 10.44
H: 8.88 12.18 9.11
H: 12.31 8.97 5.64
H: 6.66 15.49 9.20
H: 13.40 14.50 11.86
H: 13.07 18.18 7.55
H: 9.32 10.99 11.78
H: 11.87 11.01 12.77
H: 13.37 11.11 10.41
H: 11.58 15.11 9.81
H: 12.43 12.87 9.05
H: 8.73 15.23 6.30
H: 10.02 9.46 9.88
H: 7.76 16.73 7.48
H: 13.98 17.57 6.21
H: 8.66 18.80 6.84
H: 11.33 18.11 12.24
H: 9.40 14.64 9.90
H: 5.57 13.90 12.42
H: 12.06 11.48 8.47
H: 8.33 14.13 12.70
H: 7.20 13.33 13.71
H: 12.11 8.50 8.04
H: 7.17 11.47 11.88
H: 10.47 17.99 7.96

Results
Orbital gap (eV): 10.37
Structure (SMILES): OCCO.OCCO.OCCO.OCCO.OCCO.OCCO.OCCO.O.O.O.O.O
Energy above the lowest of the compared OMol25 structures with the same formula, charge and spin (eV): 0.500
HOMO (eV): -10.019
Lowest unoccupied orbital energy (eV): 0.35

3.
Formula: C31H23AgCl5INOP
Source: the Open Molecules 2025 dataset
Level of theory: ωB97M-V/def2-TZVPD

Atoms and positions in Å:
I: 15.97 13.31 8.94
Ag: 12.74 13.99 8.98
Cl: 9.70 19.97 9.24
Cl: 14.25 16.95 9.58
Cl: 12.78 19.75 9.72
Cl: 8.03 17.30 9.43
Cl: 9.39 14.73 10.52
P: 13.20 11.27 9.13
O: 11.01 13.44 7.24
N: 9.15 14.19 6.11
C: 8.20 13.96 7.15
C: 14.35 9.07 10.47
C: 10.45 13.84 6.24
C: 10.30 16.00 9.83
C: 10.91 11.57 10.59
C: 14.60 10.11 9.52
C: 16.39 11.32 8.20
C: 12.22 10.21 8.01
C: 9.72 17.29 9.60
C: 10.63 11.53 13.00
C: 15.74 10.15 8.74
C: 8.60 14.79 4.92
C: 10.05 11.50 11.68
C: 16.33 7.90 9.67
C: 17.78 8.94 7.99
C: 10.40 8.84 6.40
C: 15.24 7.97 10.54
C: 12.31 11.35 10.73
C: 12.50 17.00 9.54
C: 11.90 18.27 9.58
C: 11.69 15.84 9.56
C: 12.88 11.43 12.02
C: 11.41 9.21 8.53
C: 16.63 8.98 8.80
C: 12.00 11.46 13.13
C: 10.49 18.45 9.50
C: 10.47 8.55 7.75
C: 12.31 10.35 6.62
C: 18.14 9.97 7.24
C: 11.38 9.72 5.83
C: 17.41 11.18 7.28
H: 19.05 9.95 6.66
H: 7.22 14.30 6.82
H: 17.08 7.09 9.73
H: 8.29 15.84 5.05
H: 18.42 8.02 7.96
H: 10.07 11.75 13.88
H: 8.21 12.89 7.44
H: 10.98 13.90 5.28
H: 11.36 9.83 4.75
H: 8.53 14.53 8.05
H: 12.59 11.30 14.03
H: 17.72 12.01 6.61
H: 15.03 7.22 11.24
H: 9.85 7.76 8.13
H: 8.95 11.58 11.49
H: 9.38 14.82 4.14
H: 14.01 11.30 12.10
H: 10.44 11.85 9.61
H: 7.72 14.13 4.59
H: 11.48 9.00 9.62
H: 13.52 9.13 11.20
H: 9.72 8.34 5.71
H: 13.04 11.04 6.15

Results
Orbital gap (eV): 7.37
Energy above the lowest of the compared OMol25 structures with the same formula, charge and spin (eV): 0.505
HOMO (eV): -7.797
Lowest unoccupied orbital energy (eV): -0.43

4.
Formula: C2H2Cl3NS
Source: the Open Molecules 2025 dataset
Level of theory: ωB97M-V/def2-TZVPD

Atoms and positions in Å:
Cl: 3.52 1.91 -0.08
Cl: 4.78 -0.31 -1.56
Cl: 4.93 -0.08 1.43
S: 2.19 -1.90 0.54
N: 0.66 -1.60 0.11
C: 4.15 0.24 -0.04
C: 0.05 -0.75 -0.60
H: 0.54 0.21 -0.72
H: -1.03 -0.98 -0.89

Results
Orbital gap (spin up / spin down) (eV): 7.78 / 7.49
Energy above the lowest of the compared OMol25 structures with the same formula, charge and spin (eV): 3.157
HOMO (spin up / spin down) (eV): -8.778 / -8.739
Lowest unoccupied orbital energy (spin up / spin down) (eV): -1.00 / -1.25